A cluster of 2 separate species, C29H56N2O8P in total, computed with wB97M-V/def2-TZVPD.

The geometry in ORCA input format:
```
! wB97M-V def2-TZVPD RIJCOSX def2/J DEFGRID3
* xyz 1 1
C 6.593 0.378 4.172
C 6.131 1.398 3.151
N 5.548 0.780 1.863
C 6.315 -0.215 1.011
C 5.260 -0.582 -0.211
C 5.536 -1.601 -1.476
O 6.178 -0.779 -2.534
C 5.260 -0.527 -3.655
C 5.276 1.050 -4.191
C 4.267 2.036 -3.328
N 3.996 0.212 0.053
O 2.997 0.070 -0.834
C 1.745 -0.401 -0.155
C 0.788 -1.321 -1.116
C 0.889 -0.920 -2.736
C -0.768 -1.463 -0.633
C -1.483 -0.091 -0.103
C -1.272 0.113 1.544
C -1.148 1.260 -0.969
C 4.163 1.066 1.289
C 2.985 2.108 1.842
C 2.636 3.080 0.527
C 2.242 4.616 0.945
C 0.802 4.957 0.185
C 0.263 6.492 0.485
O -0.816 6.371 1.488
C -0.242 6.797 2.791
C 0.341 5.762 3.942
O -0.163 8.122 3.031
H 5.898 0.067 5.092
H 7.622 -0.193 4.105
H 6.174 2.556 3.358
H 7.413 -0.623 1.171
H 4.590 -2.190 -1.836
H 6.347 -2.416 -1.171
H 5.677 -1.164 -4.575
H 4.139 -0.794 -3.450
H 4.833 1.036 -5.297
H 6.356 1.495 -4.287
H 3.195 1.559 -3.183
H 4.744 2.407 -2.311
H 4.083 3.029 -3.963
H 2.110 -1.115 0.730
H 1.244 0.562 0.280
H 1.246 -2.423 -1.067
H 0.146 -0.072 -3.046
H 1.988 -0.746 -3.097
H 0.515 -1.902 -3.302
H -0.844 -2.268 0.236
H -1.382 -1.923 -1.542
H -2.658 -0.267 -0.220
H -2.180 0.817 1.867
H -0.300 0.706 1.811
H -1.420 -0.886 2.144
H -1.918 1.473 -1.853
H -1.279 2.184 -0.226
H -0.058 1.331 -1.387
H 2.042 1.550 2.255
H 3.491 2.788 2.664
H 3.591 3.097 -0.183
H 1.747 2.647 -0.101
H 3.028 5.377 0.473
H 2.193 4.771 2.105
H -0.034 4.176 0.480
H 0.944 4.867 -0.979
H -0.225 6.928 -0.510
H 1.148 7.203 0.825
H -0.204 5.835 4.976
H 1.505 6.006 4.045
H 0.291 4.675 3.459
O -7.262 -3.606 1.351
P -6.435 -4.095 0.137
O -5.748 -5.368 0.943
C -6.545 -6.513 1.187
C -6.798 -7.295 -0.087
O -5.184 -3.016 0.348
C -5.398 -1.788 1.029
C -5.075 -1.929 2.507
O -5.511 -4.642 -1.220
C -6.188 -4.579 -2.466
C -6.726 -3.193 -2.771
H -7.488 -6.226 1.662
H -5.996 -7.144 1.894
H -7.486 -6.750 -0.740
H -7.249 -8.267 0.136
H -5.870 -7.453 -0.646
H -6.418 -1.425 0.867
H -4.728 -1.045 0.585
H -5.568 -2.795 2.960
H -5.376 -1.032 3.055
H -4.000 -2.077 2.648
H -7.000 -5.312 -2.471
H -5.472 -4.872 -3.241
H -7.506 -2.907 -2.062
H -7.157 -3.160 -3.776
H -5.932 -2.442 -2.697
*
```

Its energy relative to the best compared isomer or geometry (same formula, charge and spin) is 772.3 kJ/mol. Its largest force on an atom is 0.1898 Eh/bohr. The value obtained for the HOMO-LUMO gap is 6.407 eV. Its HOMO energy is -11.2 eV.

=====

A structure of composition C29H56N4NbO10, computed with wB97M-V/def2-TZVPD.

The geometry in ORCA input format:
```
! wB97M-V def2-TZVPD RIJCOSX def2/J DEFGRID3
* xyz -1 1
N 0.157 2.382 5.943
C -0.565 2.310 4.896
N -2.018 2.548 5.053
N -0.049 1.967 3.590
C 0.451 3.181 2.860
C -0.341 3.434 1.500
C 0.558 2.885 0.313
C 0.172 3.528 -1.102
Nb 0.738 1.959 -2.684
C 1.352 0.376 -4.220
C 0.128 -0.588 -4.550
O -0.249 -0.457 -5.973
C 0.657 -1.230 -6.666
O 0.307 -2.146 -7.368
C 0.056 3.334 -4.422
C -1.387 3.564 -4.546
C -1.842 4.400 -5.666
C -0.811 4.962 -6.553
C 0.569 4.609 -6.267
N 1.037 3.836 -5.249
H -0.436 2.617 6.747
H -2.226 3.338 4.431
H -2.460 1.734 4.602
H 0.779 1.401 3.809
H 1.551 3.030 2.683
H 0.363 4.063 3.547
H -1.230 2.749 1.567
H -0.630 4.504 1.381
H 1.658 2.937 0.517
H 0.293 1.792 0.219
H -0.907 3.821 -1.157
H 0.812 4.456 -1.197
H -0.914 1.267 -2.474
H 1.482 0.862 -1.406
H 2.402 2.726 -2.866
H 1.699 0.943 -5.131
H 2.256 -0.197 -3.867
H 0.440 -1.636 -4.299
H -0.795 -0.342 -3.975
H 1.739 -0.961 -6.548
H -2.174 3.141 -3.892
H -2.907 4.627 -5.883
H -1.047 5.602 -7.428
H 1.340 5.026 -6.968
O 6.165 3.712 8.762
C 5.047 3.671 9.203
O 4.213 2.685 8.826
C 2.949 2.425 9.447
C 1.850 3.266 8.829
C 4.527 4.762 10.104
H 3.011 2.549 10.530
H 2.735 1.371 9.268
H 2.031 4.333 8.977
H 0.882 3.015 9.269
H 1.802 3.099 7.752
H 4.135 5.575 9.493
H 5.356 5.135 10.704
H 3.766 4.428 10.806
O 2.753 -5.552 -6.209
C 2.348 -5.614 -7.340
O 2.747 -6.631 -8.137
C 2.170 -6.915 -9.414
C 2.839 -6.108 -10.508
C 1.479 -4.529 -7.918
H 1.088 -6.778 -9.395
H 2.344 -7.977 -9.594
H 2.697 -5.036 -10.358
H 2.433 -6.376 -11.485
H 3.915 -6.289 -10.511
H 2.109 -3.731 -8.309
H 0.856 -4.130 -7.127
H 0.800 -4.878 -8.694
O -3.744 0.089 3.594
C -3.689 -0.922 4.245
O -3.027 -1.991 3.767
C -2.721 -3.157 4.539
C -3.866 -4.150 4.506
C -4.430 -1.045 5.551
H -2.429 -2.890 5.556
H -1.844 -3.607 4.073
H -4.770 -3.734 4.954
H -3.600 -5.060 5.046
H -4.113 -4.410 3.475
H -5.455 -1.361 5.354
H -4.446 -0.065 6.029
H -3.963 -1.725 6.260
O -1.939 -0.188 -1.572
C -1.892 -1.193 -0.916
O -1.221 -2.268 -1.387
C -0.923 -3.427 -0.608
C -2.067 -4.420 -0.644
C -2.642 -1.313 0.386
H -0.639 -3.153 0.411
H -0.041 -3.878 -1.063
H -2.975 -4.002 -0.205
H -1.805 -5.328 -0.096
H -2.305 -4.687 -1.675
H -3.666 -1.631 0.186
H -2.660 -0.334 0.864
H -2.177 -1.990 1.100
*
```

Its largest force on an atom is 0.0684 Eh/bohr. The value obtained for the HOMO-LUMO gap is 5.911 eV. Its HOMO energy is -4.2 eV.

=====

A cluster of 6 separate species, C29H57BrFNO15S6 in total, computed with wB97M-V/def2-TZVPD.

The geometry in ORCA input format:
```
! wB97M-V def2-TZVPD RIJCOSX def2/J DEFGRID3
* xyz 0 1
C 6.311 -0.209 -2.643
C 7.022 0.991 -3.287
C 6.762 2.345 -2.595
C 5.782 3.209 -3.365
N 4.452 2.569 -3.471
C 3.425 3.483 -3.732
F 3.863 4.165 -4.834
O 3.175 4.517 -2.772
S 1.880 4.185 -1.886
O 1.133 5.373 -1.672
O 2.309 3.384 -0.788
O 1.125 3.304 -2.972
C 1.994 2.914 -4.060
O 1.544 3.729 -5.142
C 1.867 1.478 -4.572
C 1.494 0.321 -3.624
C -0.008 0.104 -3.586
Br 2.179 0.464 -1.819
H 5.672 0.063 -1.807
H 5.766 -0.772 -3.381
H 7.069 -0.896 -2.261
H 8.094 0.808 -3.307
H 6.679 1.088 -4.315
H 7.704 2.889 -2.528
H 6.404 2.204 -1.573
H 5.689 4.174 -2.860
H 6.173 3.403 -4.360
H 4.266 2.000 -2.652
H 0.639 3.971 -4.946
H 2.797 1.279 -5.098
H 1.056 1.526 -5.293
H 1.945 -0.581 -4.031
H -0.280 -0.706 -2.925
H -0.546 1.008 -3.302
H -0.322 -0.192 -4.589
C 5.084 -5.831 -2.328
C 4.428 -6.261 -3.649
C 3.962 -4.986 -4.364
S 5.073 -3.676 -3.824
O 4.349 -2.690 -3.066
O 5.913 -3.269 -4.921
C 6.020 -4.681 -2.684
H 5.624 -6.652 -1.858
H 4.320 -5.486 -1.629
H 5.159 -6.785 -4.266
H 3.593 -6.940 -3.483
H 4.025 -5.064 -5.446
H 2.954 -4.700 -4.070
H 6.313 -4.069 -1.834
H 6.902 -5.034 -3.217
C -4.690 -0.551 0.493
C -3.816 0.678 0.210
C -2.427 0.171 -0.204
S -2.703 -1.438 -0.957
O -2.072 -2.451 -0.138
O -2.414 -1.379 -2.370
C -4.468 -1.497 -0.682
H -5.741 -0.283 0.592
H -4.377 -1.032 1.423
H -4.259 1.260 -0.595
H -3.746 1.330 1.079
H -1.939 0.814 -0.932
H -1.768 0.029 0.651
H -4.763 -2.525 -0.485
H -4.950 -1.134 -1.589
C 1.318 -2.755 1.955
C 2.231 -2.452 3.154
C 1.930 -1.017 3.606
S 0.219 -0.705 3.145
O 0.188 0.333 2.147
O -0.602 -0.586 4.329
C -0.072 -2.279 2.358
H 1.314 -3.814 1.704
H 1.660 -2.203 1.077
H 2.010 -3.148 3.966
H 3.284 -2.566 2.902
H 2.032 -0.879 4.679
H 2.543 -0.287 3.081
H -0.753 -2.132 1.520
H -0.525 -2.941 3.097
C -4.063 -2.105 7.200
C -3.311 -0.766 7.213
C -3.440 -0.158 5.812
S -4.982 -0.777 5.137
O -4.696 -1.615 3.998
O -5.942 0.295 5.027
C -5.404 -1.826 6.527
H -4.199 -2.505 8.203
H -3.502 -2.839 6.617
H -3.764 -0.101 7.951
H -2.264 -0.892 7.484
H -3.482 0.928 5.829
H -2.637 -0.487 5.156
H -5.911 -2.714 6.160
H -6.067 -1.255 7.176
C -6.499 5.181 2.784
C -6.153 3.801 3.362
C -6.802 2.748 2.457
S -6.903 3.492 0.823
O -8.288 3.657 0.468
O -5.991 2.821 -0.071
C -6.230 5.085 1.285
H -5.909 5.973 3.242
H -7.554 5.403 2.958
H -5.069 3.668 3.365
H -6.497 3.692 4.389
H -6.218 1.836 2.389
H -7.817 2.511 2.768
H -6.716 5.859 0.695
H -5.162 5.064 1.071
*
```

Its largest force on an atom is 0.0366 Eh/bohr. The value obtained for the HOMO-LUMO gap is 9.983 eV. Its structure (SMILES) is CCCCN[C@]1(F)OS(=O)(=O)O[C@]1(O)C[C@H](C)Br.O=S1(=O)CCCC1.O=S1(=O)CCCC1.O=S1(=O)CCCC1.O=S1(=O)CCCC1.O=S1(=O)CCCC1. Its HOMO energy is -9.7 eV.

=====

Repeat the first record exactly.
A cluster of 2 separate species, C29H56N2O8P in total, computed with wB97M-V/def2-TZVPD.

The geometry in ORCA input format:
```
! wB97M-V def2-TZVPD RIJCOSX def2/J DEFGRID3
* xyz 1 1
C 6.593 0.378 4.172
C 6.131 1.398 3.151
N 5.548 0.780 1.863
C 6.315 -0.215 1.011
C 5.260 -0.582 -0.211
C 5.536 -1.601 -1.476
O 6.178 -0.779 -2.534
C 5.260 -0.527 -3.655
C 5.276 1.050 -4.191
C 4.267 2.036 -3.328
N 3.996 0.212 0.053
O 2.997 0.070 -0.834
C 1.745 -0.401 -0.155
C 0.788 -1.321 -1.116
C 0.889 -0.920 -2.736
C -0.768 -1.463 -0.633
C -1.483 -0.091 -0.103
C -1.272 0.113 1.544
C -1.148 1.260 -0.969
C 4.163 1.066 1.289
C 2.985 2.108 1.842
C 2.636 3.080 0.527
C 2.242 4.616 0.945
C 0.802 4.957 0.185
C 0.263 6.492 0.485
O -0.816 6.371 1.488
C -0.242 6.797 2.791
C 0.341 5.762 3.942
O -0.163 8.122 3.031
H 5.898 0.067 5.092
H 7.622 -0.193 4.105
H 6.174 2.556 3.358
H 7.413 -0.623 1.171
H 4.590 -2.190 -1.836
H 6.347 -2.416 -1.171
H 5.677 -1.164 -4.575
H 4.139 -0.794 -3.450
H 4.833 1.036 -5.297
H 6.356 1.495 -4.287
H 3.195 1.559 -3.183
H 4.744 2.407 -2.311
H 4.083 3.029 -3.963
H 2.110 -1.115 0.730
H 1.244 0.562 0.280
H 1.246 -2.423 -1.067
H 0.146 -0.072 -3.046
H 1.988 -0.746 -3.097
H 0.515 -1.902 -3.302
H -0.844 -2.268 0.236
H -1.382 -1.923 -1.542
H -2.658 -0.267 -0.220
H -2.180 0.817 1.867
H -0.300 0.706 1.811
H -1.420 -0.886 2.144
H -1.918 1.473 -1.853
H -1.279 2.184 -0.226
H -0.058 1.331 -1.387
H 2.042 1.550 2.255
H 3.491 2.788 2.664
H 3.591 3.097 -0.183
H 1.747 2.647 -0.101
H 3.028 5.377 0.473
H 2.193 4.771 2.105
H -0.034 4.176 0.480
H 0.944 4.867 -0.979
H -0.225 6.928 -0.510
H 1.148 7.203 0.825
H -0.204 5.835 4.976
H 1.505 6.006 4.045
H 0.291 4.675 3.459
O -7.262 -3.606 1.351
P -6.435 -4.095 0.137
O -5.748 -5.368 0.943
C -6.545 -6.513 1.187
C -6.798 -7.295 -0.087
O -5.184 -3.016 0.348
C -5.398 -1.788 1.029
C -5.075 -1.929 2.507
O -5.511 -4.642 -1.220
C -6.188 -4.579 -2.466
C -6.726 -3.193 -2.771
H -7.488 -6.226 1.662
H -5.996 -7.144 1.894
H -7.486 -6.750 -0.740
H -7.249 -8.267 0.136
H -5.870 -7.453 -0.646
H -6.418 -1.425 0.867
H -4.728 -1.045 0.585
H -5.568 -2.795 2.960
H -5.376 -1.032 3.055
H -4.000 -2.077 2.648
H -7.000 -5.312 -2.471
H -5.472 -4.872 -3.241
H -7.506 -2.907 -2.062
H -7.157 -3.160 -3.776
H -5.932 -2.442 -2.697
*
```

Its energy relative to the best compared isomer or geometry (same formula, charge and spin) is 772.3 kJ/mol. Its largest force on an atom is 0.1898 Eh/bohr. The value obtained for the HOMO-LUMO gap is 6.407 eV. Its HOMO energy is -11.2 eV.